(1)
Formula: C3H10O3
Source: the Open Molecules 2025 dataset
Level of theory: wB97M-V/def2-TZVPD

Output
SMILES = C=C(C)O.O.O
calculated total energy = -9414.525 eV
relative energy (zero: lowest compared OMol25 entry of this formula, charge and spin) = 23.3 kcal/mol
highest occupied orbital energy = -8.707 eV
max |F| = 2.0 eV Å⁻¹

Last column: Löwdin charge in e.
Atoms and positions in Å:
C (-1.7798, 1.7609, -1.5742)  0.044
C (-0.6076, 1.9745, -0.9632)  -0.464
C (0.3134, 0.9102, -0.4459)  -0.032
O (-0.3302, 3.2613, -0.5561)  0.017
H (-1.9861, 0.8551, -2.1031)  0.050
H (-2.3472, 2.6332, -1.8286)  0.054
H (0.5643, 1.1947, 0.5752)  0.082
H (-0.0981, -0.0826, -0.5167)  0.082
H (1.2028, 0.9862, -1.0387)  0.079
H (0.2497, 3.1668, 0.2071)  0.089
O (3.3836, -2.3844, -3.2973)  -0.050
H (3.4593, -2.0314, -4.1801)  0.027
H (3.2337, -3.3229, -3.2621)  0.024
O (-1.6283, -3.2191, 6.0951)  -0.064
H (-1.0743, -2.6189, 6.6258)  0.044
H (-2.5552, -3.0836, 6.2627)  0.020

Forces on atoms 1 to 3 (eV/Å):
C 1.3 0.6 -0.5
C -1.8 -0.4 0.6
C -0.1 1.2 -0.4

(2)
Formula: C3H10O3
Source: the Open Molecules 2025 dataset
Level of theory: wB97M-V/def2-TZVPD

Output
SMILES = CCC=O.O.O
calculated total energy = -9414.072 eV
relative energy (zero: lowest compared OMol25 entry of this formula, charge and spin) = 33.7 kcal/mol
highest occupied orbital energy = -9.862 eV
max |F| = 5.3 eV Å⁻¹

Last column: Löwdin charge in e.
Atoms and positions in Å:
C (0.4137, 2.4375, 0.7264)  -0.144
C (0.4007, 1.9834, -0.6353)  -0.244
C (1.6181, 2.6805, -1.2363)  -0.255
O (1.4438, 3.8069, -1.6538)  0.032
H (0.7311, 3.5264, 1.0451)  0.137
H (1.1201, 1.7804, 1.3215)  0.100
H (-0.4656, 2.3038, 1.2247)  0.033
H (0.3854, 0.9411, -0.8701)  0.102
H (-0.4387, 2.3839, -1.2062)  0.119
H (2.6230, 2.2655, -1.3463)  0.121
O (-3.5154, -5.7882, 0.2419)  -0.073
H (-2.9927, -5.0999, -0.1711)  0.021
H (-4.4685, -5.5477, 0.1899)  0.052
O (1.2036, -2.8944, 0.8278)  -0.048
H (0.2353, -2.6474, 0.7554)  0.071
H (1.7059, -2.1317, 0.7863)  -0.024

Forces on atoms 1 to 3 (eV/Å):
C 3.1 0.9 4.2
C 0.8 1.1 -3.3
C -1.2 1.2 -1.4

(3)
Formula: C3H10O3S
Source: the Open Molecules 2025 dataset
Level of theory: wB97M-V/def2-TZVPD

Output
spin multiplicity = 2
calculated total energy = -20249.720 eV
relative energy (zero: lowest compared OMol25 entry of this formula, charge and spin) = 19.8 kcal/mol
charge = -1
highest occupied orbital energy (alpha / beta) = 0.200 / -3.558 eV
max |F| = 1.5 eV Å⁻¹

Last column: Löwdin charge in e.
Atoms and positions in Å:
O (0.4138, 2.2114, -0.8908)  -0.240
C (-0.0983, 1.0310, -0.9037)  -0.473
C (-0.1984, 0.1322, 0.2885)  -0.364
C (0.9525, 0.3528, 1.2584)  -0.584
S (0.7826, -0.6930, 2.7641)  0.587
H (-0.5397, 0.6837, -1.8526)  0.046
H (-0.2907, -0.9105, -0.0120)  0.080
H (-1.1826, 0.3007, 0.8024)  0.083
H (1.8489, 0.0477, 0.7144)  0.060
H (1.0792, 1.3742, 1.5995)  0.057
H (0.7316, -1.9242, 2.2232)  -0.181
H (-1.5660, 5.3284, -1.3819)  0.015
H (-0.5385, 4.3318, -1.8680)  0.015
O (-1.2571, 4.9079, -2.1899)  -0.097
H (-0.6114, -6.2887, -0.0302)  0.023
H (0.7164, -5.4637, -0.3103)  0.034
O (-0.2424, -5.4216, -0.2111)  -0.063

Forces on atoms 1 to 3 (eV/Å):
O -0.1 0.6 0.6
C 0.6 -0.4 -1.2
C -1.1 0.9 0.1

(4)
Formula: C3H10O3S
Source: the Open Molecules 2025 dataset
Level of theory: wB97M-V/def2-TZVPD

Output
calculated total energy = -20248.344 eV
relative energy (zero: lowest compared OMol25 entry of this formula, charge and spin) = 45.8 kcal/mol
charge = -2
highest occupied orbital energy = 0.370 eV
max |F| = 6.3 eV Å⁻¹

Last column: Löwdin charge in e.
Atoms and positions in Å:
C (0.4753, -0.6908, 0.0361)  -0.455
O (0.0174, -0.6383, -1.2369)  -0.310
C (-0.6539, -0.2256, 0.9737)  -0.310
C (-0.2197, -0.1269, 2.4414)  -0.855
S (-1.2525, -0.3470, 3.9452)  -0.087
H (0.7392, -1.6874, 0.2982)  0.084
H (1.2641, 0.1369, 0.1226)  0.105
H (-1.4603, -0.9311, 1.0569)  0.062
H (-1.0871, 0.6907, 0.3735)  0.117
H (0.4013, 0.8622, 2.6472)  0.036
H (0.6661, -0.8655, 2.6442)  0.036
H (0.1424, 2.3371, -2.0155)  0.060
H (0.3001, 3.0114, -0.7277)  -0.062
O (0.4773, 3.1510, -1.5747)  -0.032
H (0.3828, -1.4945, -2.1826)  -0.001
H (-0.3740, -1.2252, -3.5664)  -0.049
O (0.1815, -1.9569, -3.2352)  -0.338

Forces on atoms 1 to 3 (eV/Å):
C -1.0 2.5 -0.2
O 0.0 -0.2 -1.5
C -0.4 1.0 0.1

(5)
Formula: C3H10O3SSi
Source: the Open Molecules 2025 dataset
Level of theory: wB97M-V/def2-TZVPD

Output
SMILES = O=[SiH]O.CCCSO
calculated total energy = -28128.610 eV
relative energy (zero: lowest compared OMol25 entry of this formula, charge and spin) = 51.3 kcal/mol
highest occupied orbital energy = -8.091 eV
max |F| = 4.5 eV Å⁻¹

Last column: Löwdin charge in e.
Atoms and positions in Å:
O (-3.1309, -0.3474, 0.5317)  -0.321
Si (-4.3310, -0.1880, -0.3530)  0.559
O (-5.5417, 0.7077, 0.2272)  -0.120
H (-4.8468, -0.7165, -1.6446)  0.013
H (-5.5014, 0.9067, 1.1077)  0.009
C (3.3900, 0.5072, -0.5404)  -0.100
C (2.2855, 0.3682, 0.5526)  -0.288
C (1.4505, -0.9258, 0.3815)  -0.492
S (0.1976, -0.9510, -0.9389)  0.845
O (-0.9045, 0.2791, -0.6595)  -0.502
H (4.0222, -0.3962, -0.6248)  0.080
H (2.9341, 0.6921, -1.4652)  0.045
H (4.0236, 1.2830, -0.2584)  0.040
H (1.6695, 1.2609, 0.4486)  0.092
H (2.6280, 0.3274, 1.5934)  0.101
H (1.0038, -1.1236, 1.3511)  0.069
H (2.1837, -1.6133, 0.2940)  0.029
H (-1.5321, -0.0706, -0.0030)  -0.060

Forces on atoms 1 to 3 (eV/Å):
O 1.0 -0.7 0.3
Si -1.4 0.4 -0.2
O -0.6 -1.0 -3.9

(6)
Formula: C3H10O4
Source: the Open Molecules 2025 dataset
Level of theory: wB97M-V/def2-TZVPD

Output
SMILES = CCC(=O)O.O.O
calculated total energy = -11463.571 eV
relative energy (zero: lowest compared OMol25 entry of this formula, charge and spin) = 4.1 kcal/mol
highest occupied orbital energy = -10.401 eV
max |F| = 1.3 eV Å⁻¹

Last column: Löwdin charge in e.
Atoms and positions in Å:
C (0.5624, -1.0013, -2.3133)  -0.082
C (0.0898, -1.3291, -0.8848)  -0.138
C (-0.0204, -0.0959, -0.0389)  -0.529
O (-1.0508, 0.2204, 0.4985)  0.094
O (1.0879, 0.6559, 0.0701)  0.112
H (-0.2587, -0.5581, -2.8757)  0.080
H (1.4461, -0.3865, -2.3407)  0.067
H (0.8016, -1.9499, -2.8042)  0.074
H (0.7800, -2.0123, -0.4087)  0.120
H (-0.9101, -1.7282, -0.9684)  0.117
H (0.9783, 1.1613, 0.8904)  0.113
O (2.8745, 2.3553, 2.6892)  -0.062
H (2.6855, 3.3091, 2.7161)  0.045
H (2.5445, 2.0280, 3.5343)  0.036
O (-3.8082, -0.5740, 0.7247)  -0.072
H (-3.1232, 0.0881, 0.8719)  -0.001
H (-4.6794, -0.1828, 0.6395)  0.025

Forces on atoms 1 to 3 (eV/Å):
C -0.3 -0.9 0.1
C 0.3 0.9 -0.8
C -0.6 -0.1 -0.1

(7)
Formula: C3H10OS
Source: the Open Molecules 2025 dataset
Level of theory: wB97M-V/def2-TZVPD

Output
SMILES = CCS.CO
calculated total energy = -16154.992 eV
relative energy (zero: lowest compared OMol25 entry of this formula, charge and spin) = 20.1 kcal/mol
highest occupied orbital energy = -8.613 eV
max |F| = 1.9 eV Å⁻¹

Last column: Löwdin charge in e.
Atoms and positions in Å:
C (-0.3941, -0.4704, 1.9048)  -0.199
C (-1.8674, -0.4057, 1.6312)  -0.594
S (-2.2105, -0.4046, -0.2124)  0.646
H (0.1486, 0.4506, 1.6995)  0.068
H (0.0226, -1.3333, 1.3838)  0.067
H (-0.2409, -0.6284, 2.9849)  0.074
H (-2.4714, -1.1969, 2.0776)  0.056
H (-2.3608, 0.5149, 1.9506)  0.050
H (-0.8983, -0.6401, -0.4848)  -0.169
C (1.9026, 0.5425, -2.4856)  -0.116
O (0.8562, 0.8473, -1.5205)  -0.165
H (2.8375, 0.9762, -2.1426)  0.076
H (1.9406, -0.5405, -2.5985)  0.073
H (1.5058, 0.9725, -3.4094)  0.077
H (1.2295, 1.3159, -0.7786)  0.055

Forces on atoms 1 to 3 (eV/Å):
C 0.1 -0.3 1.3
C -1.4 0.7 -1.1
S 0.9 -0.3 0.6

(8)
Formula: C3H10OS2
Source: the Open Molecules 2025 dataset
Level of theory: wB97M-V/def2-TZVPD

Output
spin multiplicity = 2
calculated total energy = -26990.280 eV
relative energy (zero: lowest compared OMol25 entry of this formula, charge and spin) = 33.5 kcal/mol
charge = -1
highest occupied orbital energy (alpha / beta) = -2.154 / -3.339 eV
max |F| = 4.2 eV Å⁻¹

Last column: Löwdin charge in e.
Atoms and positions in Å:
C (1.4121, 2.0468, -0.2110)  -0.218
C (0.5459, 0.8267, -0.8712)  -0.844
S (1.5114, -0.6109, -1.2458)  0.326
S (1.2115, -0.7144, 1.3560)  0.357
C (-0.2586, -1.6275, 1.3728)  -0.691
H (0.9485, 3.0248, -0.3901)  0.034
H (1.5476, 1.5819, 0.9161)  0.019
H (2.5023, 1.9576, -0.4155)  0.031
H (0.2342, 1.1562, -1.8345)  0.003
H (-0.2830, 0.6953, -0.1761)  0.003
H (-0.4260, -2.2530, 0.4648)  0.011
H (-1.0827, -0.8613, 1.5141)  0.016
H (-0.4085, -2.2016, 2.2961)  -0.003
H (-2.0432, -0.3794, -0.9425)  0.003
H (-2.5447, -1.7644, -0.7705)  0.044
O (-2.8668, -0.8768, -1.0628)  -0.093

Forces on atoms 1 to 3 (eV/Å):
C 0.5 -3.6 2.1
C 1.6 2.6 0.3
S 0.0 -0.7 0.4